*a*
# C2H5N3

A single C2H5N3 molecule (ωB97M-V/def2-TZVPD, OMol25).

Bonds (Å) are listed after each position.
Element x y z (Å)
1 H 0.926 -1.592 -0.590  N2 0.986
2 N 1.656 -1.062 -0.192  H1 0.986, C3 1.442
3 C 1.276 0.243 0.288  N2 1.442, N4 1.536, H8 1.209
4 N 0.053 0.925 -0.342  C3 1.536, C5 1.318, H9 1.128
5 C -1.028 0.204 -0.116  N4 1.318, N6 1.278, H10 1.146
6 N -1.091 -1.046 0.140  C5 1.278, H7 1.116
7 H -2.073 -1.577 0.124  N6 1.116
8 H 2.057 1.145 0.479  C3 1.209
9 H 0.171 1.878 0.249  N4 1.128
10 H -1.948 0.883 -0.040  C5 1.146

Results
HOMO energy = -9.26 eV
HOMO-LUMO gap = 0.348 Eh
SMILES = [H]/N=C\N/C=N/[H]
LUMO = 0.2 eV

*b*
# C2H5N3

A single C2H5N3 molecule (ωB97M-V/def2-TZVPD, OMol25).

Bonds (Å) are listed after each position.
Element x y z (Å)
1 H 1.260 2.091 0.387  N2 1.018
2 N 1.462 1.104 0.242  H1 1.018, C3 1.300
3 C 0.419 0.374 -0.024  N2 1.300, C4 1.469, N5 1.593
4 C 0.723 -1.061 -0.097  C3 1.469, H8 1.010, H9 1.041, H10 0.997
5 N -1.121 0.460 -0.420  C3 1.593, N6 1.227
6 N -2.060 0.575 0.361  N5 1.227, H7 0.983
7 H -2.920 0.488 -0.106  N6 0.983
8 H 0.224 -1.529 -0.839  C4 1.010
9 H 0.316 -1.381 0.806  C4 1.041
10 H 1.695 -1.121 -0.310  C4 0.997

Results
HOMO energy = -9.05 eV
HOMO-LUMO gap = 0.354 Eh
SMILES = [H]/N=C(C)\N=N\[H]
LUMO = 0.6 eV

*c*
# C2H5N3

A single C2H5N3 molecule (ωB97M-V/def2-TZVPD, OMol25).

Bonds (Å) are listed after each position.
Element x y z (Å)
1 H 1.469 -1.541 -0.024  N2 1.028
2 N 2.178 -0.798 0.017  H1 1.028, C3 1.273
3 C 1.570 0.321 -0.016  N2 1.273, N4 1.390, H7 1.100
4 N 0.198 0.544 -0.026  C3 1.390, N5 1.349, H8 1.009
5 N -0.643 -0.510 -0.039  N4 1.349, C6 1.276
6 C -1.900 -0.303 0.022  N5 1.276, H9 1.090, H10 1.089
7 H 2.162 1.247 0.028  C3 1.100
8 H -0.125 1.500 0.003  N4 1.009
9 H -2.579 -1.154 -0.029  C6 1.090
10 H -2.330 0.696 0.065  C6 1.089

Results
HOMO energy = -9.04 eV
HOMO-LUMO gap = 0.365 Eh
SMILES = [H]/N=C\NN=C
LUMO = 0.9 eV

So which one wins? Going from most stable to least: *c*, *b*, *a*.